Entry 1:
# C4H9NO

A gas-phase ion, C4H9NO (charge +1) in a non-equilibrium geometry (ωB97M-V/def2-TZVPD, the Open Molecules 2025 dataset).

XYZ file:
```
15
Properties=species:S:1:pos:R:3:forces:R:3:nbo_charge:R:1
O 1.186017 1.085808 0.610607 0.54 -0.80 -0.44 -0.389
N -0.179231 -0.667630 -0.035402 2.21 -0.83 -2.03 -0.029
C 0.109282 0.758379 0.252624 -1.72 1.90 1.88 0.682
C -1.115478 1.627237 0.221767 -0.42 0.39 -1.30 -0.757
C 0.668837 -1.641228 0.621037 0.18 -0.08 0.38 -0.481
C -0.457547 -0.957192 -1.466744 -1.17 -0.61 0.97 -0.465
H -1.126976 2.565747 0.776695 0.80 -0.43 0.58 0.295
H 1.108057 -1.156324 1.481711 0.15 -0.28 0.21 0.263
H 0.184097 -2.586274 0.876382 -0.78 0.28 0.20 0.287
H 1.434297 -2.048873 -0.055555 0.09 0.68 -0.18 0.276
H -1.544890 -0.954450 -1.569228 -0.15 0.17 -0.16 0.271
H -0.047932 -0.241422 -2.177314 0.25 0.20 0.32 0.272
H -1.214973 2.039089 -0.795257 -0.18 -0.47 -0.09 0.275
H -2.019849 1.074377 0.467382 0.02 -0.17 -0.10 0.253
H -0.137462 -1.975519 -1.652270 0.17 0.05 -0.23 0.247
```
Positions in Å, forces in eV/Å.

Output
<S²> = 0.757
multiplicity = 2
total charge = +1
Kohn-Sham gap (spin up / spin down) = 12.5 / 7.7 eV
energy relative to the best compared isomer or geometry (same formula, charge and spin) = 1.054 eV

Entry 2:
# C4H9NO2

A molecular structure, C4H9NO2 in a non-equilibrium geometry (ωB97M-V/def2-TZVPD, the Open Molecules 2025 dataset).

XYZ file:
```
16
Properties=species:S:1:pos:R:3:forces:R:3:nbo_charge:R:1
O -0.500504 -2.168510 -0.218698 1.20 0.05 -1.01 -0.851
O 0.763773 1.023217 2.330752 -0.16 0.28 0.00 -1.005
N -0.361136 1.387772 -2.180351 -0.98 0.02 0.61 -1.045
C -0.208462 0.381138 0.174153 -0.28 0.59 -1.32 -0.301
C 0.290142 0.652860 -1.223087 0.86 1.57 -0.33 0.070
C 0.837601 0.153481 1.286829 0.51 -0.01 0.41 -0.012
C -0.549583 -0.753389 -0.801147 -1.68 0.12 2.35 -0.247
H -0.981088 1.065033 0.524422 -0.31 -0.31 -0.08 0.197
H -1.513480 -0.673409 -1.282609 0.08 0.42 -0.32 0.174
H -0.241411 1.040380 -3.128809 0.64 -0.01 0.10 0.285
H -0.942948 -1.312431 2.709004 -0.18 0.09 -0.04 0.031
H 0.184565 -1.631351 -1.114776 0.25 -1.16 0.20 0.448
H -1.655893 -1.277206 2.486985 0.06 -0.08 0.10 -0.037
H 0.749042 -0.898855 1.632315 -0.02 -0.11 -0.29 0.098
H 1.385569 0.754697 -1.189006 0.16 -1.23 -0.28 0.138
H 1.851340 0.200723 0.783373 -0.15 -0.19 -0.09 0.056
```
Positions in Å, forces in eV/Å.

Output
total charge = -2
Kohn-Sham gap = 5.8 eV
energy relative to the best compared isomer or geometry (same formula, charge and spin) = 5.877 eV

Entry 3:
# C4H9NO2

A molecular structure, C4H9NO2 in a non-equilibrium geometry (ωB97M-V/def2-TZVPD, the Open Molecules 2025 dataset).

XYZ file:
```
16
Properties=species:S:1:pos:R:3:forces:R:3:nbo_charge:R:1
O 1.953630 1.116919 0.439442 0.10 -0.02 -0.21 -0.714
O 1.273924 0.173157 -1.867580 -1.73 -0.23 0.64 -0.610
N -1.491501 0.612109 1.390123 -0.93 -0.43 0.73 -0.848
C -0.148669 -1.594955 -1.031052 -1.11 0.52 -0.42 -0.699
C 0.823544 0.305051 0.472898 -0.18 0.21 -0.64 -0.027
C 0.511316 -0.229494 -0.967870 4.33 -1.27 0.69 0.496
C -0.485203 1.083853 0.580164 0.09 -0.82 -3.08 -0.077
H -0.526668 -1.950606 -0.072123 0.10 0.22 0.11 0.208
H -1.883442 1.161550 2.140505 0.17 -0.08 -0.33 0.399
H 2.202017 1.135338 -0.513219 -0.06 0.03 0.33 0.494
H -1.002424 -1.536386 -1.706098 0.05 -0.32 -0.18 0.236
H -0.737530 0.751112 -0.726967 -1.00 1.71 2.24 0.106
H -1.620740 -0.387606 1.449714 0.07 0.33 0.23 0.379
H 0.569172 -2.324862 -1.404624 0.06 0.24 -0.08 0.255
H 0.901840 -0.475224 1.237861 0.08 -0.04 -0.06 0.165
H -0.339265 2.160046 0.578828 -0.04 -0.05 0.05 0.238
```
Positions in Å, forces in eV/Å.

Output
total charge = 0
Kohn-Sham gap = 9.6 eV
energy relative to the best compared isomer or geometry (same formula, charge and spin) = 3.450 eV

Entry 4:
# C4H9NO2

2 unconnected molecules or ions with the total composition C4H9NO2 (ωB97M-V/def2-TZVPD, the Open Molecules 2025 dataset).

XYZ file:
```
16
Properties=species:S:1:pos:R:3:forces:R:3:nbo_charge:R:1
O 2.291795 -0.007010 1.455985 0.05 0.03 -0.37 -0.614
O -0.663203 -2.249604 -0.088446 -0.38 0.36 -0.12 -0.558
N 1.563465 -0.646053 -0.596188 0.21 -0.20 0.03 -0.840
C -1.248480 -1.195331 -0.225724 0.20 -0.31 -0.17 0.462
C 2.348653 0.061987 0.242724 0.04 0.04 0.13 0.523
C -1.066422 0.019123 0.624957 -0.22 -0.17 0.22 -0.530
C -1.158795 1.373241 -0.079787 -0.08 -0.01 0.00 -0.606
H -2.046275 -1.105758 -0.990278 -0.03 -0.03 -0.02 0.109
H -0.183429 -0.061564 1.267653 -0.21 -0.08 -0.09 0.257
H -1.493996 2.131974 0.630180 0.02 -0.03 -0.12 0.222
H 0.996288 -1.400588 -0.223845 0.19 0.09 -0.03 0.423
H -1.872861 1.347924 -0.910089 0.03 0.01 0.11 0.205
H -1.961072 -0.144119 1.251407 0.11 0.43 0.25 0.237
H 3.049792 0.730795 -0.285808 -0.02 0.08 0.09 0.103
H -0.194845 1.705592 -0.478912 -0.12 -0.23 0.08 0.215
H 1.639392 -0.560610 -1.593824 0.22 0.01 0.02 0.392
```
Positions in Å, forces in eV/Å.

Output
total charge = 0
Kohn-Sham gap = 10.7 eV
SMILES = CCC=O.NC=O
energy relative to the best compared isomer or geometry (same formula, charge and spin) = 1.260 eV

Entry 5:
# C4H9NO2

2 unconnected molecules or ions with the total composition C4H9NO2 in a non-equilibrium geometry (ωB97M-V/def2-TZVPD, the Open Molecules 2025 dataset).

XYZ file:
```
16
Properties=species:S:1:pos:R:3:forces:R:3:nbo_charge:R:1
O -0.167071 -1.405631 -0.802375 -0.36 0.94 0.07 -0.607
O -0.903019 1.249541 -0.698810 2.20 0.25 1.73 -0.595
N -0.661206 1.232907 -2.111618 0.47 0.01 0.25 -0.503
C 1.042009 0.268026 0.730222 -0.97 -2.41 -0.38 -0.488
C 2.225150 -0.152612 0.275543 -0.26 0.36 -0.07 -0.276
C -0.375387 -0.623844 0.089533 2.89 -0.43 1.57 0.662
C -1.396965 -0.761661 1.178078 -0.61 0.45 -0.56 -0.717
H -1.543421 0.189549 1.687639 0.00 -0.08 0.05 0.228
H 2.294694 -0.800844 -0.594836 -0.16 0.07 0.00 0.212
H -1.078066 -1.525229 1.889330 0.13 0.05 -0.11 0.241
H -1.465617 0.719227 -2.475972 0.15 0.05 0.16 0.344
H 0.966369 0.706999 1.722153 -0.09 0.38 -0.16 0.224
H 3.166491 0.128444 0.737005 -0.09 0.03 0.05 0.202
H 0.134945 0.599283 -2.236757 -0.21 -0.03 -0.11 0.335
H -2.338904 -1.067781 0.716409 0.04 -0.03 0.15 0.240
H 0.099998 1.243624 -0.105544 -3.13 0.40 -2.66 0.499
```
Positions in Å, forces in eV/Å.

Output
total charge = 0
Kohn-Sham gap = 9.4 eV
SMILES = C=CC(C)=O.NO
energy relative to the best compared isomer or geometry (same formula, charge and spin) = 5.669 eV

Entry 6:
# C4H9NO2

C4H9NO2 in the gas phase in a non-equilibrium geometry (ωB97M-V/def2-TZVPD, the Open Molecules 2025 dataset).

XYZ file:
```
16
Properties=species:S:1:pos:R:3:forces:R:3:nbo_charge:R:1
O -1.116042 -2.209896 0.190420 -0.10 0.12 -0.37 -0.645
O 1.268654 -0.801024 0.403088 -0.16 -0.11 -0.40 -0.741
N -0.924533 -0.539829 -1.349605 -0.01 -0.13 0.02 -0.606
C -0.649089 0.494739 -0.370570 -0.03 0.06 0.14 -0.256
C 0.998964 1.364527 1.355672 0.07 -0.22 0.13 -0.654
C -1.127376 -1.820643 -0.967988 -0.08 -0.03 0.08 0.540
C 0.809756 0.515189 0.094721 0.02 -0.08 -0.09 0.085
H 1.451726 0.856299 -0.725866 -0.08 -0.01 0.09 0.172
H -1.293257 0.302659 0.494399 0.06 0.01 -0.07 0.216
H 1.339751 0.553328 2.011559 -0.01 0.87 0.56 0.245
H 0.077928 1.820002 1.744421 0.17 -0.15 -0.14 0.203
H -0.853274 -0.329707 -2.332187 -0.03 -0.09 0.10 0.401
H 1.768729 2.140952 1.276261 -0.16 -0.25 -0.04 0.216
H 0.528119 -1.311188 0.777628 0.15 0.09 -0.16 0.490
H -1.334012 -2.497966 -1.812630 0.03 0.03 0.06 0.122
H -0.946043 1.462558 -0.789323 0.14 -0.12 0.08 0.212
```
Positions in Å, forces in eV/Å.

Output
total charge = 0
Kohn-Sham gap = 10.7 eV
SMILES = C[C@@H](O)CNC=O
energy relative to the best compared isomer or geometry (same formula, charge and spin) = 1.040 eV

Entry 7:
# C4H9NO2

2 unconnected molecules or ions with the total composition C4H9NO2 (ωB97M-V/def2-TZVPD, the Open Molecules 2025 dataset).

XYZ file:
```
16
Properties=species:S:1:pos:R:3:forces:R:3:nbo_charge:R:1
O 0.106586 1.311796 1.088183 0.09 -0.13 -0.13 -0.594
O -1.205763 -1.409309 -0.523267 0.11 0.04 -0.11 -0.790
N 1.011473 -0.025577 -0.547076 -0.07 0.21 0.25 -0.588
C 2.170688 -0.406294 -1.330865 0.12 0.00 -0.05 -0.407
C 1.054763 0.923328 0.365288 0.06 -0.09 -0.14 0.532
C -1.659723 0.656918 0.616120 -0.04 -0.03 -0.10 -0.171
C -1.750858 -0.781044 0.462918 -0.11 0.27 0.40 0.026
H 2.027256 1.421152 0.492366 -0.11 -0.06 -0.03 0.140
H -2.869201 -0.280104 0.266635 -0.03 -0.10 -0.05 0.194
H -1.929754 -1.312486 1.419047 0.05 0.06 -0.18 0.155
H -2.110542 1.110000 1.493347 0.09 -0.11 -0.10 0.225
H 3.050209 0.163858 -1.016032 -0.13 -0.08 -0.04 0.197
H 2.377219 -1.472120 -1.197226 -0.02 0.15 -0.02 0.211
H 0.118230 -0.619713 -0.653841 -0.08 -0.03 0.03 0.453
H -1.646461 1.236562 -0.302832 0.04 -0.06 0.12 0.213
H 1.994780 -0.217416 -2.394443 0.02 -0.03 0.15 0.205
```
Positions in Å, forces in eV/Å.

Output
total charge = 0
Kohn-Sham gap = 9.6 eV
energy relative to the best compared isomer or geometry (same formula, charge and spin) = 3.838 eV

Entry 8:
# C4H9NO2

C4H9NO2 in the gas phase in a non-equilibrium geometry (ωB97M-V/def2-TZVPD, the Open Molecules 2025 dataset).

XYZ file:
```
16
Properties=species:S:1:pos:R:3:forces:R:3:nbo_charge:R:1
O 1.527254 1.439492 -0.006405 -0.02 1.67 0.34 -0.619
O 1.802949 -1.158177 -0.572591 1.66 1.57 -1.75 -0.714
N 0.150158 1.108530 0.153821 -1.49 0.67 -2.17 -0.138
C 1.004689 -0.974835 0.559330 1.81 -0.43 0.41 -0.126
C -1.566563 -0.602190 0.015212 -1.33 -4.04 -0.28 -0.458
C -0.100083 -0.162412 0.148079 -1.92 3.25 1.60 0.191
C -2.736591 0.299522 -0.185834 -2.01 0.39 -0.78 -0.601
H 1.578827 -0.441297 1.434247 -1.10 -1.31 -1.39 0.186
H 1.978226 -0.235082 -0.967427 -0.22 -2.10 1.02 0.487
H -3.591094 -0.450868 0.248410 1.12 2.73 -1.82 0.204
H -1.764689 -1.446982 -0.868762 1.44 2.05 1.91 0.228
H 0.626380 -1.943090 0.756333 0.01 -1.12 1.04 0.194
H -2.149409 -1.224764 0.833508 3.14 0.60 -0.44 0.233
H -2.734620 1.253362 0.340324 0.07 -0.32 0.68 0.223
H 1.576780 2.452716 -0.188332 -0.72 -2.76 0.68 0.501
H -2.821839 0.665269 -1.253798 -0.44 -0.84 0.96 0.209
```
Positions in Å, forces in eV/Å.

Output
total charge = 0
Kohn-Sham gap = 10.1 eV
SMILES = CC/C(CO)=N/O
energy relative to the best compared isomer or geometry (same formula, charge and spin) = 5.371 eV

Entry 9:
# C4H9NO2

C4H9NO2 in the gas phase in a non-equilibrium geometry (ωB97M-V/def2-TZVPD, the Open Molecules 2025 dataset).

XYZ file:
```
16
Properties=species:S:1:pos:R:3:forces:R:3:nbo_charge:R:1
O 0.969174 -0.890930 -2.023463 -1.61 1.23 0.94 -0.701
O -3.364016 -0.809148 1.358292 2.58 0.84 -0.69 -0.568
N -1.096624 -0.539060 0.778823 0.36 -4.39 -1.62 -0.683
C -2.367522 -0.121332 1.071272 -1.47 -2.76 0.45 0.532
C 0.304499 -0.141295 0.983963 -0.66 -2.63 -0.92 -0.201
C 0.712972 0.937544 0.023158 -1.79 0.14 0.84 -0.467
C 1.239497 0.324254 -1.323726 2.80 3.96 -3.33 -0.089
H 1.359764 1.549253 0.783788 -0.33 -0.34 -2.76 0.242
H 0.932872 -1.116482 0.808187 -1.14 1.63 0.10 0.189
H -0.285286 1.465930 -0.260990 2.03 -0.31 0.85 0.222
H -2.503208 0.846848 0.781114 -0.55 3.53 0.16 0.101
H -1.097280 -1.437220 0.212683 -0.46 1.24 1.59 0.402
H 2.376410 0.546620 -1.326952 -1.42 -0.88 0.10 0.163
H 0.924611 1.008027 -2.226652 0.38 -0.53 2.19 0.190
H 1.420450 -1.611645 -1.659702 1.13 -1.69 1.03 0.463
H 0.473683 -0.011366 2.020207 0.15 0.95 1.06 0.207
```
Positions in Å, forces in eV/Å.

Output
total charge = 0
Kohn-Sham gap = 10.0 eV
SMILES = O=CNCCCO
energy relative to the best compared isomer or geometry (same formula, charge and spin) = 3.989 eV

Entry 10:
# C4H9NO2

C4H9NO2 in the gas phase (ωB97M-V/def2-TZVPD, the Open Molecules 2025 dataset).

XYZ file:
```
16
Properties=species:S:1:pos:R:3:forces:R:3:nbo_charge:R:1
O -1.027411 -0.827041 0.911304 -0.01 0.06 0.14 -0.501
O 1.116806 0.797180 -0.346593 -0.08 0.03 0.03 -0.533
N -3.002594 0.323381 0.681998 0.16 -0.17 0.26 -0.731
C 0.734829 -0.516926 -0.662458 -0.12 -0.26 -0.09 -0.082
C -0.760137 -0.648168 -0.481874 0.10 0.00 -0.26 -0.106
C -2.157617 -0.296838 1.391036 -0.18 0.09 -0.01 0.418
C 2.506054 0.971743 -0.427508 0.31 0.09 0.00 -0.247
H 1.001521 -0.755552 -1.707041 -0.07 0.07 0.13 0.167
H 1.256653 -1.239947 -0.012744 -0.09 0.09 -0.09 0.174
H 2.719249 2.020135 -0.205978 -0.01 -0.16 -0.03 0.196
H -3.765679 0.651655 1.264555 -0.02 -0.02 -0.02 0.352
H 2.885325 0.734729 -1.435083 -0.07 0.04 0.15 0.162
H -2.217561 -0.492196 2.468118 -0.03 0.09 -0.21 0.152
H 3.033004 0.334236 0.299862 -0.07 0.09 -0.10 0.165
H -1.138343 -1.526937 -1.016340 0.03 0.13 0.04 0.186
H -1.274469 0.244552 -0.849980 0.12 -0.17 0.05 0.228
```
Positions in Å, forces in eV/Å.

Output
total charge = 0
Kohn-Sham gap = 11.0 eV
SMILES = [H]/N=C/OCCOC
energy relative to the best compared isomer or geometry (same formula, charge and spin) = 2.115 eV